1.
Below is C32H47CdN2O2P2 as an isolated structure, with properties calculated with wB97M-V/def2-TZVPD.

Geometry (Å):
C -1.6444 -1.4574 -1.2817
C 0.5351 -2.1314 -0.8429
C -1.8264 -2.4470 -2.2535
C 0.3561 -3.2624 -1.6944
C -0.8247 -3.4160 -2.3921
H -2.7394 -2.4469 -2.8486
H 1.2264 -3.8920 -1.8748
H -0.9635 -4.2558 -3.0697
N -0.5772 -1.4173 -0.4709
P -2.6940 0.0821 0.7072
P 2.5558 -0.5199 0.5056
C -2.6900 -0.3524 -1.0904
H -2.4271 0.5365 -1.7011
H -3.6786 -0.6917 -1.4450
C 0.0892 2.6358 2.6507
O 0.3794 3.5864 3.2152
C 1.8502 -1.7008 -0.5931
H 2.5758 -2.4404 -0.9860
C 3.9479 0.0810 -0.7104
C 3.3151 -1.2878 2.1613
C -3.4994 1.7669 0.7213
C -3.6807 -1.3633 1.4431
C 4.0741 1.5901 -0.4581
H 4.4447 1.8078 0.5520
H 4.7836 2.0209 -1.1781
H 3.1171 2.1092 -0.5758
C 5.2778 -0.6370 -0.4829
H 5.7311 -0.4421 0.4927
H 5.1694 -1.7181 -0.6301
H 5.9912 -0.2936 -1.2478
C 3.5968 -0.2137 -2.1755
H 4.2758 0.3644 -2.8187
H 3.7349 -1.2735 -2.4140
H 2.5741 0.0543 -2.4442
C 4.1245 -0.1729 2.8504
H 3.4928 0.6892 3.1136
H 4.5468 -0.5788 3.7823
H 4.9639 0.1891 2.2383
C 2.1783 -1.7719 3.0750
H 1.4251 -1.0056 3.3072
H 1.6732 -2.6436 2.6337
H 2.6312 -2.0889 4.0277
C 4.1791 -2.5116 1.8653
H 5.0623 -2.2951 1.2589
H 4.5375 -2.9051 2.8298
H 3.5871 -3.2954 1.3720
C -4.2201 -0.9335 2.8146
H -4.7273 -1.8026 3.2598
H -3.4138 -0.6318 3.4957
H -4.9588 -0.1256 2.7361
C -2.7299 -2.5636 1.6376
H -2.3369 -2.9394 0.6860
H -1.8841 -2.3325 2.2980
H -3.3047 -3.3800 2.1027
C -4.8245 -1.8050 0.5222
H -5.4235 -2.5489 1.0696
H -5.4914 -0.9782 0.2460
H -4.4560 -2.2942 -0.3902
C -2.7699 2.6847 -0.2774
H -3.0062 2.4235 -1.3170
H -3.1100 3.7183 -0.1133
H -1.6768 2.6620 -0.1580
C -3.3525 2.3369 2.1433
H -2.2992 2.4821 2.4257
H -3.8470 3.3176 2.1610
H -3.8303 1.7020 2.8984
C -4.9660 1.6324 0.3178
H -5.0779 1.1893 -0.6826
H -5.5580 1.0541 1.0391
H -5.3932 2.6453 0.2808
Cd -0.1809 0.3158 1.4598
N 0.6455 1.0464 -0.3670
C 0.8091 1.0216 -1.5541
C 0.7495 1.8267 -2.7564
C 0.5340 3.1929 -2.5343
C 1.0017 1.3608 -4.0652
C 0.5391 4.0969 -3.5962
H 0.4009 3.5585 -1.5130
C 1.0246 2.2693 -5.1289
H 1.2090 0.3038 -4.2364
C 0.7806 3.6319 -4.8956
H 0.3773 5.1602 -3.4087
H 1.2539 1.9232 -6.1432
H 0.8120 4.3481 -5.7227
O -1.1601 -0.0610 4.6336
C -0.8964 -0.0924 3.5090

Values from the calculation:
Total charge: +1
Lowest unoccupied orbital energy (hartree): -0.132
Frontier orbital gap (eV): 5.01
Maximum force (hartree/bohr): 0.124
HOMO (eV): -8.6
DFT total energy (Eh): -2357.641377

---

2.
Below is C32H48AgN4Si as an isolated structure, with properties calculated with wB97M-V/def2-TZVPD.

Geometry (Å):
Ag -0.7907 -0.5149 0.1359
C 1.8716 1.1177 -1.4609
C 2.4160 1.3159 -0.1645
C 2.1763 0.1254 0.5750
C 1.4903 -0.7739 -0.3030
C 1.3085 -0.1548 -1.5669
C 0.7899 -0.7900 -2.8456
C -0.3860 0.0219 -3.4054
C 0.3210 -2.2299 -2.6219
C 1.9148 -0.8114 -3.8920
C 2.6262 -0.3727 1.9540
C 2.5064 0.6617 3.0794
C 4.0743 -0.8927 1.8871
C 1.7637 -1.5613 2.4069
C 3.1279 2.6297 0.1870
C 2.3364 3.4966 1.1811
C 4.5495 2.4003 0.7222
C 3.2994 3.4970 -1.0703
H 1.8930 1.8405 -2.2655
H 1.3829 -1.8373 -0.1262
H -1.2197 0.0180 -2.6962
H -0.7392 -0.3979 -4.3531
H -0.0883 1.0587 -3.5838
H -0.4978 -2.2818 -1.8986
H 1.1389 -2.8517 -2.2504
H -0.0300 -2.6601 -3.5644
H 2.2663 0.2003 -4.1012
H 1.5710 -1.2623 -4.8293
H 2.7642 -1.3881 -3.5204
H 3.1791 1.5059 2.9603
H 2.7430 0.1907 4.0387
H 1.4836 1.0439 3.1339
H 4.7692 -0.1218 1.5615
H 4.1338 -1.7142 1.1703
H 4.4019 -1.2643 2.8648
H 0.7016 -1.3020 2.4278
H 2.0638 -1.8677 3.4137
H 1.8804 -2.4250 1.7545
H 2.0870 2.9642 2.0936
H 1.4043 3.8249 0.7202
H 2.9086 4.3920 1.4493
H 4.5607 1.9147 1.6938
H 5.0700 3.3581 0.8276
H 5.1150 1.7752 0.0281
H 2.3348 3.7847 -1.4923
H 3.8680 2.9727 -1.8402
H 3.8350 4.4139 -0.8080
C -3.9512 1.6889 -0.9250
C -4.2424 0.2669 -0.5334
C -5.5327 -0.2290 -0.5742
C -5.7256 -1.5629 -0.1947
C -4.6626 -2.3322 0.1872
C -3.3414 -1.7802 0.1932
N -3.1908 -0.4695 -0.1633
N -2.2306 -2.4249 0.5269
Si -2.0213 -4.1037 0.6934
C -2.9239 -4.8753 2.1652
C -0.1975 -4.4467 0.9530
C -2.5706 -5.0453 -0.8474
H -3.5199 2.2341 -0.0846
H -4.8560 2.2006 -1.2524
H -3.2178 1.7105 -1.7339
H -6.3563 0.4002 -0.8826
H -6.7243 -1.9871 -0.1995
H -4.8047 -3.3596 0.4949
H -2.7057 -4.3139 3.0771
H -2.5970 -5.9080 2.3182
H -4.0084 -4.8867 2.0338
H 0.1508 -4.0063 1.8891
H 0.3892 -4.0113 0.1400
H 0.0059 -5.5203 0.9846
H -3.6150 -4.8294 -1.0838
H -2.4669 -6.1273 -0.7293
H -1.9702 -4.7381 -1.7079
N -1.6387 7.3328 0.8377
C -1.4614 6.1996 0.7719
C -1.2449 4.7778 0.6871
C -0.9310 4.1849 -0.5299
C -0.7440 2.8115 -0.5594
N -0.8570 2.0441 0.5198
C -1.1392 2.6204 1.6818
C -1.3446 3.9834 1.8239
H -0.8360 4.7781 -1.4285
H -0.4973 2.2984 -1.4797
H -1.2163 1.9603 2.5384
H -1.5797 4.4160 2.7860

Values from the calculation:
Total charge: -1
Lowest unoccupied orbital energy (hartree): 0.074
Frontier orbital gap (eV): 5.81
Maximum force (hartree/bohr): 0.003
HOMO (eV): -3.8
DFT total energy (Eh): -1903.752790

---

3.
Below is C32H48AsBrNO6RuS4Si2 as an isolated structure, with properties calculated with wB97M-V/def2-TZVPD.

Geometry (Å):
Ru 0.5591 0.2077 0.1978
S 0.6216 -1.8651 1.6566
C 2.1906 -2.6147 1.3965
C 2.5004 -3.7896 2.0903
C 3.7184 -4.4375 1.9336
C 4.6603 -3.9108 1.0564
C 4.3622 -2.7491 0.3581
C 3.1411 -2.0831 0.5144
S 2.8522 -0.6202 -0.4093
H 1.7527 -4.1927 2.7657
H 3.9268 -5.3450 2.4897
H 5.6187 -4.3986 0.9160
H 5.0846 -2.3305 -0.3343
C -0.6202 -2.3574 -5.0498
Si -2.0197 -1.1661 -4.8107
C -2.0375 -0.0360 -6.3093
C -3.6227 -2.1313 -4.8420
C -2.0068 -0.0810 -3.2960
C -2.7374 1.0943 -3.3475
C -2.7464 2.0086 -2.2914
C -1.9862 1.6963 -1.1878
N -1.3104 0.5505 -1.0908
C -1.2769 -0.3468 -2.1012
S -0.3046 -1.7136 -1.7608
H -0.6690 -2.7481 -6.0727
H -0.6820 -3.1802 -4.3367
H 0.3470 -1.8752 -4.8899
H -2.0146 -0.6312 -7.2287
H -1.1662 0.6255 -6.3047
H -2.9327 0.5917 -6.3392
H -3.7230 -2.6974 -5.7748
H -4.4817 -1.4599 -4.7499
H -3.6567 -2.8365 -4.0063
H -3.3057 1.3319 -4.2434
H -3.2892 2.9419 -2.3450
H -1.8882 2.3616 -0.3371
O 0.7110 3.1838 3.6826
As 1.1478 2.5582 2.0687
O -0.2237 2.3389 1.1301
O 1.8707 1.0942 2.3110
C 2.1946 4.0266 1.4339
C 2.4164 5.2012 2.1372
C 3.1007 6.2502 1.5316
C 3.5391 6.1028 0.2179
C 3.3193 4.9390 -0.5026
C 2.6387 3.8799 0.1103
S 2.3054 2.2506 -2.2221
O 2.0001 3.5100 -2.8879
O 2.3578 2.7099 -0.4402
O 1.1124 1.4075 -2.0129
H 0.9773 2.4669 4.2725
H 2.0531 5.2829 3.1537
H 3.2802 7.1721 2.0706
H 4.0620 6.9222 -0.2642
H 3.6369 4.8462 -1.5307
C -4.5606 -2.4732 3.7054
C -5.0593 -1.0654 3.3412
C -5.5630 -1.1669 1.8898
C -6.2654 -0.7208 4.2294
Si -3.6288 0.2087 3.5399
Br -2.2751 -0.2584 1.8526
C -2.6002 -0.0774 5.1304
C -3.5005 -0.2957 6.3571
C -1.6916 1.1252 5.4222
C -1.6513 -1.2813 4.9763
C -4.2072 2.0086 3.2889
C -3.0274 2.9594 3.0036
C -4.9776 2.5296 4.5128
C -5.1324 2.0903 2.0654
H -5.3682 -3.1911 3.5096
H -4.2827 -2.5725 4.7543
H -3.7020 -2.7674 3.0975
H -6.3118 -1.9694 1.8426
H -4.7620 -1.4175 1.1938
H -6.0390 -0.2545 1.5355
H -7.0113 -1.5230 4.1467
H -6.7512 0.2045 3.9115
H -6.0084 -0.6188 5.2861
H -4.2082 0.5244 6.5119
H -2.8644 -0.3518 7.2504
H -4.0717 -1.2236 6.3073
H -2.2455 2.0085 5.7430
H -1.0806 1.4032 4.5627
H -1.0104 0.8485 6.2378
H -2.1591 -2.2080 4.7142
H -1.1413 -1.4388 5.9365
H -0.8854 -1.1113 4.2182
H -2.3972 3.1375 3.8692
H -3.4447 3.9298 2.7023
H -2.3728 2.6154 2.2005
H -4.3717 2.5172 5.4203
H -5.8924 1.9676 4.7135
H -5.2637 3.5737 4.3301
H -4.6854 1.6386 1.1760
H -5.3201 3.1471 1.8395
H -6.1004 1.6171 2.2454

Values from the calculation:
Total charge: -2
Lowest unoccupied orbital energy (spin up / spin down) (hartree): 0.140 / 0.140
Frontier orbital gap (spin up / spin down) (eV): 5.26 / 5.18
Spin multiplicity: 6
Maximum force (hartree/bohr): 0.021
HOMO (spin up / spin down) (eV): -1.5 / -1.4
DFT total energy (Eh): -8830.949237

---

4.
Below is C32H48AsF6O24 as an isolated structure, with properties calculated with wB97M-V/def2-TZVPD.

Geometry (Å):
As 15.0745 20.9244 17.7782
F 16.4064 20.2601 16.8543
F 16.1021 21.1236 19.1838
F 13.6973 21.5632 18.6293
F 14.0870 20.7350 16.3322
F 14.6729 19.2702 18.2064
F 15.5643 22.5210 17.2714
C 13.6115 23.5297 21.9765
C 12.1801 23.0354 22.2236
C 11.8880 21.6965 21.5482
O 11.2204 20.9366 22.5546
C 11.4142 21.5164 23.7561
O 10.9974 21.1046 24.7932
O 12.0643 22.7072 23.6103
H 13.8804 24.2112 22.7841
H 13.7279 23.9847 20.9975
H 14.2314 22.6482 22.1478
H 11.4077 23.7646 21.9687
H 12.7164 21.0953 21.1821
H 11.1962 21.8893 20.7249
C 12.0920 17.9516 16.1349
C 11.0881 17.8987 17.3013
C 11.3588 18.8872 18.4425
O 10.1621 19.6352 18.5409
C 9.3291 19.3326 17.5179
O 8.3099 19.8954 17.2945
O 9.8235 18.3266 16.7806
H 12.9997 17.4100 16.3949
H 12.2033 18.9810 15.8027
H 11.6546 17.4081 15.2938
H 11.0322 16.8907 17.7117
H 12.2239 19.5261 18.2741
H 11.5080 18.2861 19.3421
C 14.6870 21.8998 12.3461
C 15.9985 21.2310 12.7404
C 15.8638 19.9658 13.6029
O 16.3599 18.9401 12.7576
C 16.9273 19.4569 11.6499
O 17.5130 18.8482 10.8252
O 16.7314 20.8049 11.6108
H 14.0661 21.2516 11.7194
H 14.7993 22.7999 11.7400
H 14.1008 22.1472 13.2328
H 16.5958 21.9763 13.2718
H 14.8333 19.7819 13.8998
H 16.4719 20.1317 14.4903
C 16.4257 17.3547 16.2142
C 16.6859 16.2558 15.1974
C 17.6302 15.1070 15.6236
O 16.7533 13.9802 15.7373
C 15.5576 14.2599 15.1960
O 14.7106 13.4529 14.9879
O 15.4472 15.5749 14.9773
H 15.9945 16.9917 17.1482
H 15.6853 18.0483 15.8200
H 17.3503 17.8926 16.4240
H 16.9568 16.7112 14.2437
H 18.0621 15.2444 16.6127
H 18.4294 14.9924 14.8939
C 20.3311 22.3594 18.9734
C 19.3286 21.2354 19.2086
C 19.4941 20.0070 18.3014
O 19.2009 18.9463 19.2150
C 19.4838 19.3564 20.4907
O 19.5290 18.6337 21.4318
O 19.6733 20.6786 20.4894
H 20.1742 22.7739 17.9748
H 21.3613 22.0026 19.0286
H 20.2894 23.1556 19.7142
H 18.3044 21.5949 19.2716
H 20.5123 19.8833 17.9179
H 18.8495 19.9651 17.4259
C 13.4875 25.2185 16.6461
C 13.5680 26.3770 15.6751
C 12.2280 27.0606 15.3443
O 12.3977 28.4126 15.7236
C 13.6657 28.6191 16.1317
O 14.1318 29.6877 16.3496
O 14.3178 27.4556 16.2590
H 14.2278 24.4401 16.4725
H 12.5249 24.7155 16.5119
H 13.5313 25.5557 17.6815
H 14.1073 26.0575 14.7810
H 11.4091 26.5272 15.8257
H 12.0455 27.0001 14.2702
C 16.1255 17.2025 20.6173
C 15.6309 18.4731 21.2981
C 14.1532 18.8238 20.9628
O 13.5887 18.9773 22.2686
C 14.4532 18.5936 23.2496
O 14.1570 18.5306 24.3960
O 15.6300 18.2904 22.7165
H 16.2257 17.4042 19.5488
H 15.4151 16.3893 20.7571
H 17.1200 16.9383 20.9735
H 16.2789 19.3280 21.1152
H 13.5982 18.0907 20.3843
H 14.1674 19.7865 20.4609
C 16.3893 24.4062 19.4720
C 17.3848 24.5375 18.3535
C 16.9728 25.4413 17.1881
O 18.0351 26.3750 17.0888
C 18.9585 26.1554 18.0398
O 19.9649 26.7865 18.1279
O 18.5588 25.1939 18.8908
H 15.5105 23.9000 19.0698
H 16.0195 25.3685 19.8305
H 16.7726 23.7852 20.2786
H 17.6276 23.5506 17.9576
H 16.0447 25.9588 17.4406
H 16.8667 24.9551 16.2182

Values from the calculation:
Total charge: -1
Lowest unoccupied orbital energy (hartree): 0.055
Frontier orbital gap (eV): 10.53
Maximum force (hartree/bohr): 0.032
HOMO (eV): -9.0
DFT total energy (Eh): -5889.305473

---

Question: Which of these has the highest DFT total energy?
Answer: C32H48AgN4Si

---

Question: Among the records above, which one has the lowest total charge?
Answer: C32H48AsBrNO6RuS4Si2

---

Question: maximum force of number 1 (C32H47CdN2O2P2)?
Answer: 0.124 hartree/bohr

---

Question: Among the records above, which one has the highest total charge?
Answer: C32H47CdN2O2P2